{
  "formula": "C4H10NS",
  "method": "ωB97M-V/def2-TZVPD",
  "e_above_lowest_kcal_mol": 4.2,
  "homo_energy_ev": -2.19,
  "charge": -1,
  "smiles": "CN[C@H](C)C[S-]",
  "orbital_gap_ha": 0.220,
  "species": ["C", "N", "C", "C", "C", "S", "H", "H", "H", "H", "H", "H", "H", "H", "H", "H"],
  "coordinates": [[1.946, -0.140, 1.561], [1.426, -1.050, 0.552], [0.053, -0.738, 0.078], [-0.233, -1.670, -1.089], [-0.078, 0.711, -0.363], [-1.727, 1.419, -0.505], [2.663, -0.673, 2.189], [1.208, 0.336, 2.211], [2.563, 0.648, 1.118], [1.404, -1.974, 0.966], [-0.646, -0.919, 0.912], [-0.248, -2.710, -0.734], [-1.167, -1.416, -1.586], [0.550, -1.560, -1.836], [0.522, 0.815, -1.281], [0.547, 1.348, 0.267]],
  "forces_ev_per_angstrom": [[0.8, 0.0, 0.1], [0.0, 0.2, 0.1], [0.0, 0.0, 0.1], [-0.2, -0.2, 0.3], [1.2, 0.7, -0.2], [-0.3, -0.2, -0.1], [-0.1, -0.2, 0.2], [-0.2, -0.1, 0.0], [-0.3, 0.1, -0.1], [-0.1, -0.1, -0.1], [-0.1, 0.1, -0.3], [-0.1, 0.0, -0.3], [-0.2, 0.0, 0.3], [0.3, 0.0, 0.0], [-0.4, -0.3, -0.4], [-0.3, 0.0, 0.6]]
}

---

{
  "formula": "C20H20N4O3S",
  "method": "ωB97M-V/def2-TZVPD",
  "e_above_lowest_kcal_mol": 27.8,
  "homo_energy_ev": -8.63,
  "smiles": "CCCCOC(=O)CSc1nc(N)c(C#N)c(-c2ccc(OC)cc2)c1C#N",
  "orbital_gap_ha": 0.313,
  "species": ["C", "C", "C", "C", "O", "C", "O", "C", "S", "C", "N", "C", "N", "C", "C", "N", "C", "C", "C", "C", "C", "O", "C", "C", "C", "C", "C", "N", "H", "H", "H", "H", "H", "H", "H", "H", "H", "H", "H", "H", "H", "H", "H", "H", "H", "H", "H", "H"],
  "coordinates": [[-3.927, -3.564, 1.055], [-4.711, -2.278, 1.285], [-4.222, -1.160, 0.369], [-5.005, 0.132, 0.582], [-4.507, 1.190, -0.244], [-3.505, 1.917, 0.252], [-2.991, 1.736, 1.320], [-3.166, 3.048, -0.701], [-1.475, 3.631, -0.411], [-0.631, 2.119, -0.629], [-1.341, 1.102, -1.080], [-0.749, -0.075, -1.258], [-1.507, -1.061, -1.775], [0.619, -0.283, -0.942], [1.132, -1.584, -1.070], [1.457, -2.680, -1.189], [1.380, 0.794, -0.471], [2.795, 0.624, -0.136], [3.648, -0.067, -0.991], [4.983, -0.239, -0.681], [5.492, 0.271, 0.509], [6.779, 0.152, 0.920], [7.690, -0.545, 0.103], [4.638, 0.963, 1.372], [3.313, 1.143, 1.052], [0.740, 2.035, -0.328], [1.437, 3.195, 0.062], [1.984, 4.163, 0.348], [-4.277, -4.347, 1.721], [-2.868, -3.403, 1.242], [-4.046, -3.908, 0.029], [-4.600, -1.965, 2.325], [-5.773, -2.459, 1.103], [-3.167, -0.962, 0.569], [-4.328, -1.471, -0.673], [-6.052, 0.011, 0.296], [-4.939, 0.441, 1.630], [-3.285, 2.726, -1.734], [-3.815, 3.900, -0.498], [-2.482, -0.879, -1.932], [-1.145, -1.995, -1.850], [3.273, -0.455, -1.927], [5.614, -0.771, -1.376], [8.640, -0.518, 0.634], [7.385, -1.586, -0.041], [7.807, -0.061, -0.872], [5.043, 1.351, 2.293], [2.665, 1.666, 1.738]],
  "forces_ev_per_angstrom": [[-0.2, 0.1, 0.1], [0.2, 0.0, -0.2], [-0.2, 0.3, 0.2], [0.0, -0.4, 0.3], [-0.2, 0.1, -0.3], [-0.1, 0.2, 0.0], [-0.1, -0.1, 0.1], [0.6, -0.1, 0.0], [-0.2, 0.2, 0.0], [-0.1, -0.1, -0.1], [0.0, 0.0, -0.1], [0.3, -0.1, -0.1], [0.1, 0.0, 0.0], [-0.4, 1.0, 0.1], [0.2, -0.6, 0.0], [0.0, -0.3, -0.1], [-0.4, 0.0, -0.1], [0.3, -0.1, 0.0], [-0.2, 0.2, 0.1], [0.4, -0.1, 0.0], [-0.2, 0.1, 0.0], [-0.3, 0.2, 0.2], [0.2, -0.1, -0.2], [0.2, -0.1, 0.0], [0.1, -0.1, -0.1], [-0.4, -0.8, -0.2], [0.2, 0.4, 0.1], [0.1, 0.3, 0.1], [0.0, -0.1, 0.0], [0.1, 0.0, 0.0], [0.0, -0.1, -0.1], [-0.1, 0.0, 0.0], [-0.1, 0.0, 0.1], [0.0, 0.0, -0.1], [0.0, 0.0, -0.1], [0.1, 0.0, 0.0], [-0.1, 0.0, -0.1], [-0.1, 0.0, 0.1], [0.0, 0.0, 0.0], [0.0, 0.0, 0.0], [0.0, 0.0, 0.0], [0.0, 0.0, 0.0], [0.1, 0.0, 0.0], [-0.1, 0.0, -0.1], [0.0, 0.1, 0.0], [0.0, 0.0, 0.0], [0.0, 0.0, 0.1], [0.0, 0.1, 0.1]]
}

---

{
  "formula": "C20H24BrN4O4ReS",
  "method": "ωB97M-V/def2-TZVPD",
  "homo_energy_ev": [-3.37, -3.24],
  "charge": -1,
  "spin_multiplicity": 2,
  "s_squared": 0.756,
  "orbital_gap_ha": [0.206, 0.201],
  "species": ["Re", "N", "N", "C", "O", "O", "H", "H", "H", "O", "C", "O", "C", "C", "C", "C", "C", "C", "S", "H", "H", "H", "H", "Br", "C", "C", "C", "C", "C", "C", "H", "H", "H", "H", "C", "C", "N", "C", "C", "N", "C", "C", "H", "H", "H", "H", "H", "H", "H", "H", "H", "H", "H", "H", "H"],
  "coordinates": [[-0.278, 0.084, 0.088], [-0.294, 0.084, 2.108], [-1.688, 0.084, 2.431], [-2.617, 0.084, 1.426], [-3.812, 0.084, 1.680], [-2.188, 0.084, 0.104], [0.139, -0.768, 2.488], [0.139, 0.935, 2.488], [-1.987, 0.084, 3.420], [-0.278, 4.230, -0.232], [-0.278, 3.017, -0.666], [-0.278, 2.011, 0.112], [-0.278, 2.844, -2.194], [-0.278, 4.040, -2.963], [-0.278, 4.046, -4.360], [-0.278, 2.842, -5.045], [-0.278, 1.646, -4.327], [-0.278, 1.631, -2.918], [-0.278, 0.060, -2.207], [-0.278, 4.993, -2.437], [-0.278, 4.988, -4.894], [-0.278, 2.819, -6.127], [-0.278, 0.707, -4.876], [3.549, 4.039, 4.014], [2.488, 2.926, 2.913], [1.121, 3.175, 2.792], [0.341, 2.351, 1.978], [0.927, 1.289, 1.293], [2.293, 1.045, 1.417], [3.079, 1.864, 2.229], [0.657, 4.001, 3.323], [-0.725, 2.533, 1.875], [2.740, 0.214, 0.879], [4.144, 1.667, 2.321], [-0.952, -2.514, -1.116], [-0.952, -4.069, -1.114], [-0.280, -4.633, 0.090], [-0.985, -4.067, 1.274], [-0.985, -2.513, 1.273], [-0.278, -1.949, 0.088], [1.101, -2.514, 0.108], [1.100, -4.069, 0.108], [-1.982, -2.142, -1.162], [-0.450, -2.143, -2.018], [-0.452, -4.442, -2.017], [-1.984, -4.440, -1.160], [-0.510, -4.439, 2.190], [-2.018, -4.439, 1.292], [-0.509, -2.140, 2.189], [-2.016, -2.140, 1.290], [1.632, -2.142, 0.992], [1.656, -2.143, -0.763], [1.631, -4.441, 0.994], [1.655, -4.442, -0.761], [1.446, 0.084, 0.088]],
  "forces_ev_per_angstrom": [[7.1, 2.7, -0.5], [-4.8, -4.3, 4.1], [0.3, -0.2, 1.5], [-2.0, 0.3, -2.8], [0.5, -0.1, 0.5], [-3.8, -0.6, 3.6], [0.1, 0.5, 0.3], [-0.9, -1.5, 2.1], [0.1, 0.1, -1.2], [0.0, -3.5, -0.7], [-0.3, 3.8, -1.4], [-3.7, 4.5, -5.7], [0.1, 0.8, -0.5], [0.0, -0.2, 0.0], [0.0, 0.2, 0.9], [0.0, -0.9, 0.4], [0.0, 0.9, -0.5], [-0.2, 0.2, 0.3], [0.2, -0.2, -1.8], [0.0, -0.3, 0.0], [0.0, 0.0, 0.0], [0.0, 0.0, -0.1], [0.0, 0.0, 0.3], [0.2, 0.2, 0.2], [0.5, -0.9, -0.7], [-0.7, -0.5, -0.3], [1.7, 3.5, 2.8], [6.3, -0.1, -2.0], [0.5, 0.9, 1.4], [0.1, 0.9, 0.8], [0.1, -0.1, -0.1], [0.4, 0.1, 0.8], [0.3, 0.5, 0.4], [-0.1, 0.1, 0.0], [-0.5, -0.7, -0.6], [0.1, -0.1, 0.3], [0.0, 1.1, 0.1], [0.2, -0.2, -0.2], [-0.5, -0.7, 0.3], [0.1, -3.4, 0.2], [0.7, -0.3, -0.1], [-0.4, -0.2, 0.0], [0.3, 0.1, 0.2], [0.0, -0.2, 0.5], [0.1, 0.0, 0.3], [0.2, 0.0, 0.2], [0.1, 0.0, -0.2], [0.2, 0.0, -0.2], [-0.1, -0.6, -0.4], [0.4, -0.2, -0.3], [-0.3, 0.1, -0.2], [-0.4, 0.1, 0.2], [-0.2, 0.0, -0.1], [-0.3, 0.0, 0.1], [-1.4, -1.9, -2.4]]
}

---

{
  "formula": "C38H54AsN5O3S5Sc",
  "method": "ωB97M-V/def2-TZVPD",
  "e_above_lowest_kcal_mol": 1.2,
  "homo_energy_ev": -3.74,
  "charge": -1,
  "orbital_gap_ha": 0.222,
  "species": ["Sc", "C", "C", "C", "C", "C", "C", "C", "N", "C", "C", "C", "C", "C", "C", "O", "C", "C", "C", "C", "C", "C", "C", "C", "C", "O", "C", "C", "C", "C", "C", "C", "H", "H", "H", "H", "H", "H", "H", "H", "H", "H", "H", "H", "H", "H", "H", "H", "H", "H", "H", "H", "H", "H", "H", "H", "H", "H", "H", "H", "H", "H", "H", "H", "H", "H", "H", "H", "H", "H", "H", "H", "S", "As", "S", "S", "S", "N", "C", "O", "C", "C", "C", "C", "N", "C", "H", "H", "H", "H", "H", "H", "C", "N", "C", "C", "N", "C", "S", "H", "H", "H", "H", "H", "H", "H", "H"],
  "coordinates": [[1.906, 0.283, -0.876], [-5.643, 1.176, -0.278], [-4.859, -0.141, -0.204], [-4.902, -0.631, 1.244], [-5.556, -1.190, -1.081], [-3.431, 0.076, -0.711], [-2.313, -0.166, 0.088], [-1.026, 0.044, -0.404], [0.179, -0.121, 0.238], [0.345, -0.253, 1.607], [-0.563, 0.044, 2.625], [-0.271, -0.258, 3.950], [0.918, -0.921, 4.229], [1.886, -1.187, 3.259], [1.643, -0.708, 1.962], [2.567, -0.679, 0.989], [3.092, -2.083, 3.570], [3.028, -2.658, 4.992], [3.072, -3.267, 2.593], [4.443, -1.372, 3.420], [-1.216, 0.090, 5.098], [-1.648, -1.191, 5.824], [-0.490, 1.009, 6.088], [-2.479, 0.808, 4.624], [-0.854, 0.377, -1.783], [0.409, 0.342, -2.207], [-1.960, 0.717, -2.564], [-3.232, 0.551, -1.994], [-1.896, 1.345, -3.961], [-2.896, 0.687, -4.925], [-0.521, 1.283, -4.625], [-2.270, 2.829, -3.815], [-6.659, 1.038, 0.098], [-5.709, 1.544, -1.299], [-5.155, 1.943, 0.322], [-5.940, -0.778, 1.550], [-4.453, 0.092, 1.922], [-4.380, -1.579, 1.365], [-6.584, -1.347, -0.751], [-5.030, -2.143, -1.025], [-5.575, -0.882, -2.124], [-2.438, -0.526, 1.093], [-1.484, 0.538, 2.375], [1.105, -1.226, 5.243], [2.104, -3.209, 5.167], [3.112, -1.880, 5.749], [3.862, -3.347, 5.133], [2.142, -3.829, 2.688], [3.903, -3.941, 2.805], [3.170, -2.916, 1.570], [4.467, -0.429, 3.970], [4.664, -1.174, 2.369], [5.237, -2.014, 3.808], [-0.792, -1.729, 6.227], [-2.169, -1.859, 5.139], [-2.318, -0.955, 6.651], [0.399, 0.528, 6.492], [-1.145, 1.271, 6.921], [-0.175, 1.927, 5.595], [-3.062, 0.184, 3.947], [-2.244, 1.738, 4.111], [-3.109, 1.046, 5.483], [-4.096, 0.818, -2.586], [-2.694, -0.377, -5.045], [-2.817, 1.153, -5.908], [-3.926, 0.793, -4.595], [-0.184, 0.255, -4.762], [0.233, 1.794, -4.033], [-0.586, 1.755, -5.609], [-3.265, 2.943, -3.385], [-2.254, 3.324, -4.787], [-1.562, 3.334, -3.158], [4.583, 3.343, 1.483], [4.386, 0.964, 1.343], [1.527, 2.790, 0.049], [4.677, 0.618, -0.721], [2.661, 2.562, 1.708], [5.384, 4.849, -1.959], [5.186, 4.585, -3.269], [5.670, 5.266, -4.154], [4.356, 3.377, -3.575], [4.454, 2.773, -4.825], [3.719, 1.627, -5.068], [2.911, 1.125, -4.055], [2.799, 1.707, -2.866], [3.507, 2.812, -2.639], [5.939, 5.657, -1.730], [5.087, 4.236, -1.219], [5.106, 3.209, -5.568], [3.775, 1.112, -6.015], [2.333, 0.217, -4.190], [3.369, 3.239, -1.652], [0.545, -3.199, 0.088], [0.175, -2.928, -1.273], [-1.176, -3.166, -1.750], [-1.114, -2.643, -3.192], [0.323, -2.593, -3.438], [0.989, -2.570, -2.255], [2.620, -2.136, -2.114], [-0.186, -2.740, 0.756], [1.524, -2.756, 0.280], [0.581, -4.280, 0.260], [-1.891, -2.610, -1.138], [-1.406, -4.238, -1.699], [-1.545, -1.639, -3.248], [-1.614, -3.305, -3.902], [0.693, -1.979, -4.151]],
  "forces_ev_per_angstrom": [[0.5, -0.2, -0.2], [0.0, -0.1, 0.0], [0.0, 0.0, 0.0], [0.0, 0.0, -0.1], [0.0, 0.1, 0.0], [-0.1, 0.0, 0.0], [0.0, 0.0, 0.0], [-0.1, -0.1, -0.2], [0.0, 0.1, 0.3], [0.1, -0.1, 0.0], [0.0, -0.1, 0.0], [0.1, 0.0, 0.0], [-0.1, 0.1, 0.0], [0.0, 0.0, -0.1], [-0.1, 0.1, 0.1], [0.0, 0.2, -0.1], [0.0, 0.0, 0.0], [0.0, 0.1, -0.1], [0.0, 0.0, 0.1], [0.0, -0.2, 0.0], [0.0, 0.0, 0.0], [0.0, 0.0, 0.0], [0.0, 0.0, 0.0], [0.0, 0.0, 0.0], [-0.1, 0.1, 0.1], [-0.1, 0.2, -0.1], [0.0, -0.1, 0.0], [0.0, 0.0, 0.0], [0.0, 0.0, -0.1], [0.1, 0.0, 0.1], [0.0, 0.1, 0.0], [0.0, 0.0, 0.0], [-0.1, 0.0, 0.0], [0.0, 0.0, -0.1], [0.0, 0.1, 0.1], [0.0, 0.0, 0.0], [0.0, 0.1, 0.1], [0.1, -0.1, 0.0], [-0.1, 0.0, 0.0], [0.1, -0.1, 0.0], [0.0, 0.0, -0.1], [0.0, 0.0, 0.1], [-0.1, 0.1, 0.0], [0.0, -0.1, 0.2], [-0.1, 0.0, 0.0], [0.0, 0.1, 0.1], [0.1, 0.0, 0.0], [-0.1, 0.0, 0.0], [0.1, -0.1, 0.0], [0.0, 0.0, -0.1], [0.0, 0.0, 0.0], [0.0, -0.3, 0.3], [0.1, -0.1, 0.0], [0.1, 0.0, 0.0], [0.0, -0.1, -0.1], [-0.1, 0.0, 0.1], [0.1, 0.0, 0.0], [-0.1, 0.0, 0.1], [0.0, 0.1, 0.0], [-0.1, -0.1, -0.1], [0.0, 0.1, -0.1], [0.0, 0.0, 0.0], [-0.1, 0.0, -0.1], [0.1, -0.1, 0.0], [0.0, 0.0, -0.1], [-0.1, 0.0, 0.0], [0.0, -0.1, 0.0], [0.0, 0.0, 0.0], [0.0, 0.0, 0.0], [-0.1, 0.0, 0.0], [0.0, 0.0, -0.1], [0.0, 0.0, 0.0], [0.0, 0.1, 0.0], [0.0, 0.3, -0.3], [0.2, -0.1, 0.1], [-0.1, 0.1, 0.2], [-0.2, 0.1, -0.1], [0.0, 0.1, 0.1], [0.0, -0.2, 0.1], [0.1, 0.2, -0.3], [-0.1, -0.1, -0.1], [-0.1, 0.0, 0.1], [0.0, 0.0, 0.1], [0.0, 0.0, -0.1], [0.0, -0.2, 0.1], [0.0, 0.0, 0.0], [0.0, -0.1, 0.0], [0.0, -0.1, 0.1], [0.0, 0.0, 0.0], [0.0, 0.0, -0.1], [0.0, 0.0, 0.0], [0.0, 0.0, -0.1], [0.2, 0.1, 0.2], [-0.1, 0.0, -0.3], [-0.2, -0.1, -0.1], [-0.3, 0.0, -0.1], [0.2, 0.1, 0.0], [0.1, 0.1, -0.1], [0.1, 0.1, 0.0], [0.1, 0.0, 0.0], [-0.2, -0.1, 0.0], [0.0, 0.0, 0.0], [0.0, -0.1, -0.1], [0.0, 0.1, 0.0], [0.0, -0.1, 0.0], [0.0, 0.1, 0.1], [-0.1, -0.1, 0.1]]
}

---

{
  "formula": "C4H8N2S",
  "method": "ωB97M-V/def2-TZVPD",
  "e_above_lowest_kcal_mol": 35.4,
  "homo_energy_ev": -8.20,
  "smiles": "NC1CN(C=S)C1",
  "orbital_gap_ha": 0.326,
  "species": ["N", "C", "C", "N", "C", "S", "C", "H", "H", "H", "H", "H", "H", "H", "H"],
  "coordinates": [[-0.640, 0.053, -2.173], [-0.579, -0.516, -0.846], [-0.934, 0.476, 0.285], [0.328, 0.139, 0.925], [0.845, 0.520, 2.081], [0.119, 1.568, 3.135], [0.796, -0.745, -0.143], [-0.386, -0.641, -2.878], [-0.012, 0.839, -2.260], [-1.220, -1.436, -0.815], [-1.803, 0.243, 0.927], [-0.991, 1.511, -0.027], [1.828, 0.095, 2.255], [1.660, -0.323, -0.655], [0.990, -1.782, 0.190]],
  "forces_ev_per_angstrom": [[0.0, -0.6, -0.1], [-0.6, -0.6, -0.2], [-0.4, -0.4, 0.6], [0.1, 0.0, 0.3], [-0.4, 0.4, 0.0], [0.2, -0.3, -0.3], [-0.1, -0.4, 0.3], [-0.1, 0.3, 0.2], [0.1, 0.1, -0.1], [0.6, 0.8, -0.1], [0.3, 0.1, -0.4], [0.0, 0.3, -0.1], [0.1, -0.1, 0.2], [0.0, -0.1, -0.2], [0.0, 0.5, -0.2]]
}

---

Table of calculated total energy (hartree), in record order: -611.35907 -1617.08676 -4346.75588 -6967.74752 -664.87641